This record from the Open Molecules 2025 dataset describes 16 unconnected molecules or ions with the total composition C32H96O32S8. The level of theory is ωB97M-V with the def2-TZVPD basis set.

Geometry as XYZ:
```
168
Properties=species:S:1:pos:R:3:forces:R:3
C -0.21262 2.72867 -8.72281 -2.0 0.7 -1.1
H 2.12172 4.95929 -0.11810 0.1 -0.4 0.3
O -2.36956 -3.27957 -5.84357 -1.3 0.3 3.7
C -1.95730 5.21002 0.67193 -0.7 0.0 -0.8
O 3.66673 7.42295 -4.03789 -2.0 0.0 0.2
H 0.55883 -7.03941 2.10357 0.2 0.1 0.0
H -0.48130 -6.22312 4.51575 0.2 -0.1 -0.3
H -3.68066 -2.42784 -0.22603 0.1 -0.8 -0.4
H 6.15769 -2.48776 7.41399 0.2 0.0 0.1
H -2.20622 -6.40119 2.30604 0.3 0.6 0.4
H -1.80765 4.59895 -0.21819 -0.2 0.0 -0.1
H -3.31217 9.47601 -2.03293 -0.2 0.0 0.1
H -1.41675 -1.56039 0.08539 -0.1 -0.9 -0.1
H -4.26296 1.56346 -0.62635 0.1 -0.1 0.5
C 4.10909 -2.33111 7.04107 -0.2 0.1 -0.2
H -2.58512 4.65089 1.36570 0.5 -0.1 0.3
O -0.25705 -7.09121 2.60683 -1.1 0.1 0.2
H -0.26684 -4.33790 3.57599 -0.2 0.3 0.1
H 4.16098 -3.25774 6.46944 -0.4 0.2 -0.4
H 3.81946 -7.74469 6.01190 -1.0 -0.4 -0.4
S 2.96542 -1.07827 4.85584 1.2 -0.1 -0.7
H -1.80547 -7.68144 1.32762 0.4 -0.2 -0.5
H 4.63765 -3.99522 1.62696 -0.2 -0.1 0.0
H 2.82771 2.08055 -2.25298 -0.1 -0.4 0.4
H 1.32395 -4.53366 4.19058 0.3 0.2 0.2
H -3.30553 0.87279 -3.54248 -0.9 -0.1 0.9
H 1.71602 -5.81289 -3.48758 0.2 0.3 -0.7
O 1.75395 5.98214 -3.19363 -0.3 1.9 -2.1
O 1.53158 7.35009 -5.41798 1.5 -0.4 4.1
C -2.71948 6.47471 0.31303 -1.5 0.0 1.5
H -3.65409 6.39191 -0.24172 0.3 -0.9 -1.0
H 3.26600 -3.93315 0.42994 0.0 -0.2 0.1
H -3.81638 -1.22129 -2.41327 -0.4 -1.0 0.2
H -0.30222 3.78377 -8.46425 0.8 0.0 0.2
H -1.57231 2.27103 -1.01083 -0.4 -0.1 0.0
H 5.80399 -1.24229 6.23053 -0.2 0.1 0.0
H -2.91595 1.96429 3.44180 0.4 -0.1 -0.2
C 0.39747 -2.82420 0.77404 0.2 0.8 -0.7
H 2.58445 1.60698 -5.05156 0.3 0.1 -0.5
C 1.98276 -5.29767 -2.56481 0.5 0.2 -2.3
S -1.99906 8.97216 -0.14253 -1.3 -0.7 2.1
H 1.57142 9.73106 -3.52128 1.0 -0.2 -0.3
S 3.52486 -6.15662 1.45347 1.7 1.4 0.7
O 4.54046 -6.76588 0.57223 -2.6 0.7 1.6
C 4.27605 -7.20179 5.18432 0.1 -0.8 1.3
H -2.13642 0.84987 0.00953 -0.2 0.2 -0.3
H -2.31141 -7.72697 -2.91491 0.3 0.2 -0.5
C -4.31688 -1.57061 -0.44619 0.6 -1.6 -0.7
H 0.73685 4.84013 2.63961 0.1 -0.1 0.3
O 0.02025 1.47119 1.28144 0.7 -0.7 -0.4
H -4.13999 -1.05750 0.49908 -1.0 0.8 -0.2
O -0.01208 1.29489 -4.13857 0.9 -0.6 -2.3
S 1.16840 3.96094 4.93201 -0.7 -0.6 -3.6
C 4.50959 0.88945 -2.34418 -0.9 1.8 -0.1
S 0.19442 1.02651 -0.08150 -3.0 -2.3 -0.6
S 2.20478 7.36094 -4.07125 -0.2 -0.2 -2.1
H -4.59032 2.94143 -2.16470 -0.2 0.3 -0.6
S 0.46494 0.79109 -5.43417 -1.1 1.3 0.2
C -2.50588 -5.85957 -4.24866 -1.3 -2.1 0.0
C -1.27758 -3.05633 -3.27860 -0.3 0.7 -1.2
H -1.24988 2.40119 -8.65250 -0.2 -0.4 0.9
H 2.24488 8.65359 -2.18627 -0.6 0.5 0.3
O 3.10888 -2.38528 4.13192 -0.4 2.9 1.8
O 2.09578 -6.48109 1.46170 1.9 -0.4 -0.6
H 3.06376 -8.01679 3.51142 0.4 -0.1 0.0
C -0.44980 -1.55727 0.58847 0.2 0.0 0.5
H 2.53496 -6.55326 4.30394 -0.4 -0.1 -0.2
O -0.19221 -0.38370 -5.97783 0.8 1.0 0.3
H -1.53010 -5.67669 -4.69866 0.2 -0.2 0.6
C -3.82826 1.57585 -4.19099 1.0 0.5 0.0
H -0.40186 2.33909 3.39541 0.0 0.3 -0.1
H 1.82448 -4.23053 -2.72058 0.0 0.0 0.2
O 3.79303 0.07633 4.39893 -1.9 -3.0 1.5
H -1.62609 0.60281 -1.71800 0.1 0.1 0.2
H -0.55823 -3.85995 -3.43612 -0.2 0.0 -0.4
H 0.41764 0.81306 -8.17746 -0.2 -0.2 0.1
H -3.55539 2.95389 0.37444 0.1 -0.6 0.1
O 1.12797 -5.78858 -1.61767 -0.6 -0.4 1.9
H 1.05633 0.13607 5.72871 0.2 0.4 -0.4
H 0.89669 5.98700 -0.61013 -0.9 -0.4 -0.4
C -3.58604 9.32893 -0.98820 0.4 0.2 0.1
C -1.35327 -6.78118 1.74374 0.0 -0.5 0.3
O -3.16593 -4.67296 -3.90445 -1.6 2.0 0.3
H 0.57942 -1.40391 5.06556 0.2 -0.2 -0.1
C 3.41919 -7.08700 3.95558 -1.3 0.0 1.1
H 0.92441 -0.12668 3.89057 0.4 0.3 0.2
H -5.26279 2.97768 -0.03216 -0.4 -1.2 1.4
O -0.11871 -5.62924 5.17714 0.0 0.9 0.7
H -0.94492 5.45202 0.99537 -0.3 0.1 0.6
H 3.04865 -5.49216 -2.44587 0.1 0.1 0.6
O -0.93711 9.53716 -0.93169 -0.6 -0.5 0.7
C -2.43014 2.73825 4.03599 1.2 0.3 0.7
H 3.75079 -2.59063 8.03725 -0.2 0.0 -0.1
H 3.23005 4.87258 -2.16382 -0.3 -0.3 -0.7
C 1.54749 8.76528 -3.01649 0.1 -1.2 -1.1
H 0.18119 -3.50607 5.07483 -0.2 -0.5 0.4
H -2.08713 -6.12007 -2.20211 0.1 -0.3 0.3
O 1.19355 1.57442 -0.92381 0.7 0.0 -0.1
H 4.02644 -0.08400 -2.26005 -0.5 0.2 -0.1
C -4.28705 2.62053 -0.36152 -1.4 0.2 1.8
H -0.85012 -2.09204 -3.55342 0.2 -0.1 -0.1
O -2.06966 -2.46191 3.74748 1.0 1.7 0.2
O -0.23529 3.15190 5.28216 0.5 0.7 1.0
H -4.40937 8.62089 -0.89380 0.6 -0.6 0.2
H -4.05828 -2.79666 3.19558 0.1 0.5 -0.8
O -3.75176 -2.29984 -3.85318 0.7 -1.4 -1.6
O 0.31589 2.07431 -6.53732 1.0 -1.5 1.1
O -5.19136 1.91350 -3.89592 0.4 -0.9 0.1
H -3.15713 -4.11329 3.75772 -0.2 -0.6 -0.1
H -0.95764 1.29606 4.57761 0.3 0.1 0.9
C -2.65956 -6.69418 -2.93069 1.0 0.7 -0.1
O 1.54322 4.77276 6.03656 -0.3 -0.8 0.7
H 4.33772 -6.23837 5.69039 0.8 0.3 -0.5
S -2.77250 -3.23270 -4.40777 2.7 0.3 -0.1
H -2.67076 -3.56361 2.18206 -0.5 0.4 -0.3
H -0.05552 -3.66913 1.29270 -0.3 0.1 -0.3
H -2.40116 3.66984 3.47084 -0.6 0.1 0.3
H -5.29806 -1.95898 -0.71923 -0.4 0.2 1.0
H -0.21502 2.65936 -9.81060 1.3 0.0 -0.2
O 3.62387 2.03421 -2.78738 1.6 -1.8 -0.1
H 5.18660 -7.79843 5.12934 0.5 0.8 -0.6
C 2.43212 5.59890 -2.00938 0.7 0.2 0.9
O 4.07201 -6.24214 3.02987 0.3 0.1 -2.7
C 2.25159 0.65153 -5.45705 -0.8 0.0 0.5
H 1.50033 -6.61911 -1.31245 -0.2 -0.1 0.3
H 1.26573 -2.51012 1.35333 0.0 0.0 0.2
H -2.44874 -1.92182 4.44476 0.0 -0.1 0.0
H 2.93552 -4.11578 2.22204 0.1 0.6 -0.2
C 3.61829 -4.30233 1.39311 -0.2 -1.8 0.3
C -1.51379 1.20064 -0.81351 2.0 -0.2 0.6
C 1.45138 5.11753 -0.96290 1.3 0.4 0.6
H -3.14358 -6.29005 -5.02075 0.3 -0.3 -0.2
H 4.93408 1.15140 -1.37501 0.0 -0.1 0.0
H -5.69390 1.87333 -4.71289 0.0 0.0 0.1
H -3.00181 2.76871 4.96355 0.0 0.5 0.0
C -3.05505 -3.21948 3.14226 -0.5 -1.7 0.9
C 0.54563 5.16667 3.66182 0.1 -0.3 0.8
H -3.17421 6.99072 1.15865 0.7 -0.1 0.9
H 5.32208 0.80275 -3.06559 -0.2 0.3 -0.1
C 0.28679 -4.43241 4.51016 0.2 -1.0 -1.0
H -3.67762 -6.72583 -2.54255 -0.2 0.3 -0.6
H 1.04586 6.10206 3.91265 0.2 -0.2 -0.2
H -1.49921 -3.01954 -2.21201 -0.8 -0.1 -0.2
O 0.37603 -0.68835 -0.23372 0.3 2.7 1.0
H 5.44470 -0.98239 7.97641 0.1 0.2 -0.2
C 5.45121 -1.69908 7.15519 0.7 0.0 0.3
C 1.19048 -0.52259 4.87065 0.9 -1.2 0.6
H -4.00038 10.23276 -0.54151 0.5 0.2 -0.1
H -0.51630 5.35366 3.82135 0.0 -0.3 0.1
H 2.97033 6.43024 -1.55408 -0.1 0.4 -0.2
O -4.16297 3.41422 -1.44677 1.5 1.4 -3.2
H 2.59897 -0.11043 -4.75931 -0.3 -0.2 -0.2
C -0.95806 2.35817 4.33263 0.1 -0.9 -1.8
O -1.82251 7.32841 -0.30090 1.2 3.2 -1.3
H -3.61985 1.07209 -5.13486 -0.6 0.6 -0.5
H -3.27383 2.50560 -4.06343 0.4 -0.1 -0.6
O -3.83433 -0.85161 -1.52749 1.1 2.3 0.3
H 0.81380 -3.05997 -0.20534 -0.2 -0.7 0.0
O -2.18800 9.30042 1.29377 0.6 -0.8 -3.1
H -1.03736 -6.08010 0.97122 -0.2 0.0 -0.1
H 0.97135 4.15665 -1.14831 -0.4 0.5 -0.2
O 2.09857 3.04682 4.26752 -1.5 1.1 1.4
H 1.74226 1.84531 -8.23758 0.3 0.9 0.9
O 3.13808 -1.37465 6.54649 -0.7 0.4 -2.6
H -0.64267 -1.21228 1.60428 0.1 0.8 0.0
H 2.48845 0.40493 -6.49203 0.3 0.2 0.2
H 0.47092 8.69149 -2.86266 0.2 -0.9 0.6
C 0.69280 1.84139 -7.94312 -1.1 -1.2 0.2
```
Forces are in eV/Å.

Calculated values
Energy above the lowest of the compared OMol25 structures with the same formula, charge and spin, eV: 2.2311
Kohn-Sham gap, eV: 9.98
Calculated total energy, hartree: -6869.5337
Net charge: 0

These are the Löwdin partial charges, in e, on atoms 1 to 99: -0.088 0.084 -0.286 -0.036 -0.321 0.011 0.037 0.054 0.082 0.069 0.070 0.067 0.093 0.074 -0.283 0.063 -0.136 0.055 0.106 0.081 0.761 0.073 0.079 0.018 0.054 0.053 0.077 -0.258 -0.335 -0.312 0.117 0.064 0.020 0.086 0.061 0.082 0.075 -0.040 0.066 -0.203 0.691 0.070 0.728 -0.299 -0.065 0.051 0.077 -0.168 0.051 -0.299 0.078 -0.306 0.659 -0.087 0.679 0.729 0.044 0.665 -0.243 -0.064 0.078 0.058 -0.349 -0.325 0.128 -0.261 0.104 -0.307 0.119 -0.135 0.077 0.074 -0.315 0.059 0.046 0.107 0.056 -0.118 0.072 0.073 -0.100 -0.132 -0.299 0.038 -0.284 0.063 0.091 -0.116 0.065 0.085 -0.289 -0.042 0.123 0.115 -0.091 0.062 0.062 -0.275 0.064

This record from the Open Molecules 2025 dataset describes a molecular structure, C47H42BCsGeN6O4. The level of theory is ωB97M-V with the def2-TZVPD basis set.

Geometry as XYZ:
```
102
Properties=species:S:1:pos:R:3:forces:R:3
C 4.55472 -4.66179 -3.12142 0.0 0.0 0.0
H -2.47776 8.38397 -6.28604 0.0 0.0 0.0
H 1.24653 -1.92751 -5.79945 0.0 0.0 0.0
H -4.50742 2.36064 -3.50036 0.0 0.0 0.0
C -3.98455 2.48375 -0.12729 0.0 0.0 0.1
H 1.49001 0.85102 -3.76213 0.0 0.0 0.0
O 4.48261 -4.92944 -4.51348 0.0 0.0 0.0
C -2.63306 2.04864 -0.09175 0.0 0.0 0.0
C -1.46815 5.01808 -1.33816 -0.1 0.0 -0.1
C -4.16921 6.18065 -3.58295 0.0 0.1 -0.1
O -0.62508 1.47527 -1.30691 -0.1 0.2 -0.2
H 4.85888 -5.79808 -4.67819 0.0 0.0 0.0
B -1.21937 -4.53182 1.94891 0.1 0.0 0.0
H -2.52066 -0.98458 -2.85336 0.0 0.0 0.0
C -4.57227 6.29715 -4.90583 0.0 0.0 0.0
C -0.81639 -1.31725 -5.74674 0.0 0.0 0.0
H 0.94432 1.92251 0.94265 0.0 0.0 0.0
H -2.15839 1.65177 -3.42474 0.0 0.0 0.0
C -2.68049 1.87114 -2.49788 0.0 0.0 0.0
N -6.57433 3.58922 -2.38958 -0.1 -0.1 0.2
C -2.54555 2.24731 2.18999 0.0 0.0 0.0
H 5.58688 -4.46313 -2.81225 0.0 0.0 0.0
H -0.25014 -1.96439 -8.84580 0.0 0.0 0.0
H 1.57676 0.74616 -6.22168 0.0 0.0 0.0
H -5.98666 5.66458 -6.37914 0.0 0.0 0.0
C 1.12449 1.68641 -4.35144 0.0 0.0 0.0
H -0.33069 4.72538 -3.99714 0.0 0.0 0.0
C -0.20288 4.50683 -1.04832 0.2 -0.1 0.0
C 0.59980 2.80915 -3.71274 0.0 0.0 0.1
O -0.23439 -2.14758 -7.90246 0.0 0.0 0.0
H 3.46985 2.39968 -2.48114 0.0 0.0 0.0
H 4.19097 -5.52071 -2.54455 0.0 0.0 0.0
H -4.31137 2.92132 3.22524 0.0 0.0 0.0
C 2.55542 -3.18305 -3.51878 0.0 0.0 0.0
C 3.99607 -2.67298 -1.69563 0.0 0.0 0.0
H -4.49711 5.21514 -1.70114 0.0 0.0 0.0
C 3.00220 1.36264 1.20743 0.1 0.0 0.0
N -1.93002 1.93270 1.07440 0.0 0.0 -0.1
H 5.10117 0.90729 1.18042 0.0 0.0 0.0
C -5.87473 4.48754 -3.17388 0.1 0.0 -0.1
C -5.66244 5.54992 -5.35237 0.1 0.0 0.0
C 3.14472 -1.62519 -1.37843 0.1 0.0 -0.1
C 1.92207 1.83373 0.47448 -0.1 0.0 0.1
C 3.33053 2.10849 -1.44560 0.0 0.1 -0.1
C 4.41917 1.64769 -0.71542 0.0 0.0 0.1
C -1.98008 1.76635 -1.31699 0.1 0.1 0.0
H -0.28517 4.59979 -6.45619 0.0 0.0 0.0
H -1.96435 2.14500 3.10292 0.0 0.0 0.0
H -0.49675 -0.13147 -7.47606 0.0 0.0 0.0
C -1.70045 -1.19106 -3.53217 -0.1 0.0 -0.1
C 0.66057 2.67112 -6.49526 0.0 0.0 0.0
C -0.00935 -3.50707 2.01656 0.0 -0.1 0.0
N 0.79816 -2.67905 1.96166 0.5 -0.5 0.6
H 2.86615 1.06072 2.23817 0.0 0.0 0.0
H 0.82779 6.89763 1.13525 0.0 0.0 0.0
C -1.88286 -1.05932 -4.90320 0.0 0.0 0.0
H -1.55828 -4.80276 3.08063 -0.1 0.0 0.0
C 0.61315 5.19881 -0.15462 0.0 0.0 0.0
H -2.03442 7.14572 -5.08742 0.0 0.0 0.0
C 3.69803 -3.47360 -2.78842 0.0 0.0 0.0
C 1.16135 1.62120 -5.73653 0.0 0.0 0.0
H -3.34576 6.76947 -3.20047 0.0 0.0 0.0
N -0.54907 -1.54697 -2.98143 -0.1 0.0 -0.1
C -6.30543 4.67820 -4.50088 0.0 0.0 0.0
N -5.98115 3.07510 -1.31898 0.0 0.0 0.0
Ge 0.46494 2.83207 -1.77730 0.1 -0.3 0.2
O -3.97261 7.12055 -5.83911 0.0 0.0 0.0
C 0.38723 -1.71540 -5.17720 0.0 0.0 0.0
C 0.18146 6.37534 0.44122 0.0 0.0 0.0
H -2.13362 4.50414 -2.02303 0.0 0.0 0.0
C -4.81511 5.29353 -2.73126 -0.1 -0.1 0.0
C -0.93252 -1.10845 -7.22842 0.0 0.0 0.0
H -0.84469 -5.51434 1.34258 0.0 0.0 0.0
H -2.89482 6.56782 -0.95457 0.0 0.0 0.0
N 2.04529 -1.34357 -2.06923 0.1 -0.1 0.1
C 4.25601 1.27527 0.61181 0.0 0.0 0.0
H 5.39314 1.57724 -1.18363 0.0 0.0 0.0
C 2.07359 2.20952 -0.86139 -0.1 0.2 0.0
Cs -0.33041 -0.96912 0.14909 -0.5 0.4 -0.4
H 4.87313 -2.85833 -1.08835 0.0 0.0 0.0
H 1.59521 4.81007 0.09218 0.0 0.0 0.0
H -3.05588 8.51987 -4.60776 0.0 0.0 0.0
C -1.08209 6.86924 0.15322 0.0 0.0 0.0
H 3.35751 -0.97782 -0.53642 0.0 0.0 0.0
H -5.61998 3.13441 1.07916 0.0 0.0 0.0
H -7.14722 4.09299 -4.84931 0.0 0.0 0.0
H -1.43143 7.77945 0.62379 0.0 0.0 0.0
H -1.98853 -1.08659 -7.51393 0.0 0.0 0.0
H 2.27754 -3.78901 -4.36961 0.0 0.0 0.0
C -4.00718 2.29241 -2.54572 0.0 0.0 0.0
C -2.82865 7.82291 -5.42176 0.0 0.0 0.0
C -4.59090 2.80095 1.09795 0.1 0.0 0.0
C 1.75525 -2.12423 -3.11289 0.1 0.0 0.1
H -2.11188 -3.95430 1.34308 0.0 0.0 0.0
H -2.84445 -0.74675 -5.28973 0.0 0.0 0.0
C -1.90332 6.18972 -0.73585 0.0 0.1 0.0
H 0.68562 2.61743 -7.57690 0.0 0.0 0.0
C 0.09751 3.85524 -4.48255 0.0 0.0 0.0
C -3.87595 2.68582 2.26366 0.0 0.0 0.0
C 0.47839 -1.79847 -3.79657 -0.1 0.0 -0.1
C 0.12202 3.78616 -5.86921 0.0 0.0 0.0
C -4.69503 2.65633 -1.37611 0.0 0.0 -0.1
```
Forces are in eV/Å.

Calculated values
Energy above the lowest of the compared OMol25 structures with the same formula, charge and spin, eV: 0.0000
<S²>: 0.777
Kohn-Sham gap (spin up / spin down), eV: 4.70 / 5.41
Spin multiplicity: 2
Calculated total energy, hartree: -4567.6747
Net charge: -1

These are the Löwdin partial charges, in e, on atoms 1 to 99: -0.208 0.085 0.127 0.105 -0.089 0.093 -0.057 -0.190 -0.086 -0.040 -0.387 0.087 -0.468 0.115 -0.293 -0.192 0.088 0.109 -0.051 -0.003 -0.156 0.120 0.086 0.099 0.108 -0.091 0.093 -0.228 -0.241 -0.053 0.100 0.134 0.092 0.051 -0.002 0.094 -0.078 0.093 0.103 -0.343 -0.030 -0.114 -0.137 -0.099 -0.098 -0.375 0.100 0.101 0.115 -0.118 -0.092 -0.405 -0.147 0.109 0.098 0.001 -0.013 -0.102 0.084 -0.184 -0.092 0.080 0.081 -0.044 -0.009 0.999 -0.107 0.026 -0.090 0.093 -0.044 -0.204 -0.012 0.091 0.090 -0.104 0.101 -0.249 1.103 0.116 0.094 0.090 -0.084 0.095 0.106 0.101 0.100 0.122 0.126 -0.030 -0.112 -0.008 -0.219 -0.012 0.119 -0.074 0.098 -0.091 -0.069

> Among the records above, which one has the highest calculated total energy?

C47H42BCsGeN6O4

> Which formula does entry 2 have?

C47H42BCsGeN6O4

> The highest energy above the lowest of the compared OMol25 structures with the same formula, charge and spin belongs to which entry?

C32H96O32S8

> Look up the calculated total energy of the first one.

-6869.5337 hartree